Entry from the Open Molecules 2025 dataset: 2 unconnected molecules or ions with the total composition C4H8N2O (ωB97M-V/def2-TZVPD).

```
15
Properties=species:S:1:pos:R:3:nbo_charge:R:1
N 2.20 -0.56 -0.93 -0.46
C 1.71 -1.12 0.17 0.15
C 1.22 0.29 -1.36 -0.09
C 0.04 0.00 -0.74 0.08
N 0.40 -0.86 0.26 -0.51
C -1.32 0.55 -1.04 -0.63
H 2.22 -1.74 0.91 0.20
H 1.40 1.03 -2.13 0.20
H -0.21 -1.30 0.95 0.40
H -2.00 -0.31 -1.17 0.22
H -1.35 1.16 -1.96 0.24
H -1.68 1.16 -0.20 0.20
O -0.61 0.84 2.52 -0.92
H -0.55 -0.14 2.61 0.46
H -1.48 1.00 2.09 0.47
```

The energy relative to the best compared isomer or geometry (same formula, charge and spin) comes out at 1.502 eV. The electronic energy comes out at -341.948431 Ha. For the HOMO energy, the calculation gives -8.48 eV. As for the structure (SMILES): Cc1cnc[nH]1.O.

Entry from the Open Molecules 2025 dataset: a molecular structure, C4H7N3 (ωB97M-V/def2-TZVPD).

```
14
Properties=species:S:1:pos:R:3:nbo_charge:R:1
C -0.97 0.68 -0.47 -0.54
C -1.09 -0.53 0.42 -0.22
N 0.25 -0.65 0.99 -0.59
C 1.28 -0.32 0.14 0.35
N 2.50 -0.65 0.28 -0.66
C 0.65 0.47 -0.94 0.17
N 1.01 0.91 -2.07 -0.52
H -0.06 1.05 -1.96 0.41
H -1.05 1.63 0.07 0.23
H -1.79 0.70 -1.24 0.23
H -1.36 -1.41 -0.19 0.18
H -1.83 -0.41 1.21 0.21
H 0.44 -1.37 1.67 0.40
H 3.04 -0.25 -0.49 0.35
```

The energy relative to the best compared isomer or geometry (same formula, charge and spin) comes out at 2.493 eV. The electronic energy comes out at -320.791672 Ha. For the HOMO energy, the calculation gives -9.31 eV.

Entry from the Open Molecules 2025 dataset: 10 unconnected molecules or ions with the total composition C64H59F9O4S (ωB97M-V/def2-TZVPD).

```
137
Properties=species:S:1:pos:R:3:mulliken_charge:R:1
C -2.72 2.50 -2.60 -1.35
C -3.33 2.91 -1.27 0.24
C -2.93 4.32 -0.81 -0.94
C -2.17 4.32 0.50 -0.43
O -1.05 3.46 0.34 -0.08
O -0.49 3.26 1.64 -0.24
S -1.02 1.80 2.18 0.63
O -0.99 1.96 3.61 -0.61
O 0.24 0.77 1.86 -0.28
C 1.44 1.30 1.35 -0.19
C 2.26 2.05 2.18 0.13
C 3.44 2.56 1.66 -0.74
C 3.77 2.30 0.33 -0.20
C 2.95 1.53 -0.48 -0.70
C 1.76 1.02 0.04 -0.34
H -3.01 1.47 -2.80 0.26
H -1.63 2.51 -2.57 0.44
H -3.09 3.09 -3.43 0.33
H -4.41 2.87 -1.38 0.17
H -3.00 2.20 -0.52 0.14
H -3.83 4.89 -0.61 0.37
H -2.38 4.87 -1.58 0.37
H -1.87 5.34 0.75 0.34
H -2.82 3.95 1.28 0.35
H 1.95 2.21 3.20 0.50
H 4.08 3.15 2.30 0.45
H 4.68 2.71 -0.07 0.40
H 3.23 1.34 -1.51 0.41
H 1.10 0.42 -0.56 0.53
F -5.52 1.96 -3.75 -0.31
C -5.92 0.69 -3.52 0.32
C -6.61 0.42 -2.35 -0.33
C -7.01 -0.89 -2.12 -0.50
C -6.73 -1.89 -3.04 -0.10
C -6.04 -1.58 -4.20 -0.57
C -5.64 -0.28 -4.45 -0.23
H -6.81 1.21 -1.65 0.43
H -7.55 -1.12 -1.21 0.39
H -7.05 -2.90 -2.85 0.23
H -5.82 -2.36 -4.92 0.40
H -5.10 -0.02 -5.35 0.26
F 6.66 2.90 0.65 -0.27
C 7.56 3.39 -0.23 0.54
C 8.63 2.61 -0.59 -0.46
C 9.56 3.12 -1.49 -0.77
C 9.40 4.40 -2.01 -0.57
C 8.31 5.17 -1.63 -0.49
C 7.38 4.67 -0.73 -0.29
H 8.74 1.62 -0.18 0.56
H 10.41 2.51 -1.79 0.38
H 10.12 4.79 -2.71 0.57
H 8.19 6.17 -2.02 0.37
H 6.52 5.25 -0.42 0.45
F -3.82 0.13 -7.86 -0.32
C -4.61 1.16 -8.24 0.30
C -4.99 2.09 -7.30 -0.22
C -5.80 3.15 -7.69 -0.51
C -6.21 3.26 -9.01 -0.49
C -5.82 2.31 -9.94 -0.33
C -5.00 1.25 -9.56 -0.48
H -4.66 1.99 -6.28 0.54
H -6.10 3.89 -6.96 0.37
H -6.85 4.08 -9.31 0.38
H -6.14 2.39 -10.97 0.36
H -4.68 0.50 -10.27 0.42
F -6.41 -5.28 -2.75 -0.34
C -7.40 -5.68 -1.94 0.33
C -8.71 -5.49 -2.34 -0.27
C -9.73 -5.90 -1.49 -0.34
C -9.44 -6.49 -0.27 -0.52
C -8.11 -6.67 0.11 -0.32
C -7.08 -6.26 -0.73 -0.56
H -8.92 -5.02 -3.29 0.45
H -10.76 -5.76 -1.79 0.36
H -10.23 -6.80 0.39 0.37
H -7.88 -7.12 1.06 0.41
H -6.05 -6.40 -0.46 0.42
F -4.69 -1.78 8.58 -0.36
C -3.88 -1.22 7.65 0.31
C -2.77 -1.92 7.22 -0.51
C -1.95 -1.34 6.27 -0.15
C -2.24 -0.08 5.76 -0.58
C -3.36 0.60 6.21 -0.50
C -4.20 0.03 7.16 -0.56
H -2.56 -2.90 7.63 0.49
H -1.08 -1.86 5.91 0.40
H -1.60 0.37 5.02 0.67
H -3.59 1.59 5.82 0.40
H -5.08 0.54 7.53 0.42
F 8.56 6.15 -4.52 -0.23
C 9.11 5.93 -5.73 0.40
C 8.98 6.90 -6.71 -0.56
C 9.55 6.67 -7.95 -0.33
C 10.22 5.48 -8.21 -0.57
C 10.33 4.52 -7.21 -0.38
C 9.78 4.74 -5.96 -0.28
H 8.45 7.82 -6.49 0.41
H 9.47 7.42 -8.73 0.35
H 10.66 5.30 -9.18 0.36
H 10.85 3.59 -7.40 0.36
H 9.85 4.01 -5.17 0.46
F -5.68 -8.09 5.05 -0.32
C -5.48 -7.04 5.87 0.29
C -5.54 -5.76 5.35 -0.47
C -5.34 -4.68 6.20 -0.36
C -5.06 -4.89 7.54 -0.36
C -4.99 -6.18 8.04 -0.54
C -5.21 -7.27 7.21 -0.38
H -5.76 -5.63 4.30 0.46
H -5.39 -3.68 5.80 0.38
H -4.90 -4.05 8.19 0.52
H -4.78 -6.35 9.09 0.37
H -5.17 -8.29 7.58 0.41
F 10.23 -0.78 0.93 -0.29
C 9.61 -0.85 2.12 0.47
C 8.91 0.24 2.58 -0.32
C 8.27 0.17 3.81 -0.47
C 8.34 -1.00 4.56 -0.52
C 9.06 -2.09 4.08 -0.36
C 9.70 -2.02 2.85 -0.47
H 8.87 1.14 1.98 0.41
H 7.71 1.02 4.17 0.38
H 7.84 -1.05 5.52 0.38
H 9.12 -2.99 4.67 0.36
H 10.25 -2.86 2.46 0.42
F 0.88 -2.70 6.05 -0.30
C 1.53 -3.35 5.06 0.43
C 1.51 -2.81 3.79 -0.42
C 2.18 -3.48 2.78 -0.38
C 2.86 -4.66 3.04 -0.61
C 2.87 -5.18 4.33 -0.35
C 2.20 -4.52 5.36 -0.55
H 0.97 -1.89 3.60 0.61
H 2.17 -3.07 1.77 0.40
H 3.38 -5.17 2.25 0.38
H 3.39 -6.10 4.54 0.37
H 2.20 -4.90 6.37 0.43
```

The electronic energy comes out at -4071.954365 Ha. For the HOMO energy, the calculation gives -8.93 eV.